1.
C58H154F6MnN14O20S2 | ωB97M-V with the def2-TZVPD basis set

The geometry in XYZ format:
```
255
Properties=species:S:1:pos:R:3:lowdin_charge:R:1
Mn -14.368 10.275 -12.286 0.7747
C -18.054 7.625 -11.221 -0.5494
F -17.515 6.921 -12.252 0.0981
F -19.407 7.489 -11.256 0.1058
F -17.519 7.173 -10.091 0.1226
S -17.682 9.534 -11.413 0.6411
O -18.242 10.107 -10.166 -0.3368
O -16.207 9.639 -11.514 -0.3470
O -18.296 9.948 -12.689 -0.3347
C -10.173 12.030 -13.364 -0.5350
F -10.028 12.728 -12.145 0.0619
F -10.792 12.847 -14.265 0.1104
F -8.944 11.736 -13.784 0.1319
S -11.080 10.382 -13.050 0.5387
O -10.303 9.677 -12.036 -0.2882
O -12.424 10.729 -12.640 -0.3816
O -11.208 9.749 -14.356 -0.3091
C -19.763 5.811 -8.184 -0.0319
C -21.138 6.462 -7.702 -0.3690
C -21.681 5.822 -6.435 -0.2240
O -23.024 6.183 -6.213 -0.1966
C -23.541 5.772 -4.953 -0.0981
N -20.999 7.894 -7.409 0.0638
H -19.928 4.751 -8.380 0.0651
H -19.002 5.857 -7.405 0.0686
H -19.407 6.285 -9.099 0.0432
H -21.828 6.317 -8.533 0.1143
H -21.182 6.234 -5.558 0.1220
H -21.530 4.743 -6.413 0.1227
H -23.397 4.692 -4.925 0.0794
H -24.617 5.936 -4.901 0.0892
H -22.986 6.169 -4.103 0.0865
H -21.809 8.277 -6.945 0.0755
H -21.067 8.405 -8.278 0.0149
C -13.765 6.204 -13.561 -0.0194
C -14.071 7.425 -12.659 -0.3173
C -13.059 7.760 -11.507 -0.1671
O -13.354 9.000 -10.961 -0.2842
C -12.515 9.209 -9.856 -0.0553
N -14.080 8.573 -13.584 0.0337
H -13.619 5.307 -12.960 0.0770
H -12.956 6.398 -14.266 0.0872
H -14.612 5.923 -14.187 0.0657
H -15.076 7.426 -12.235 0.1131
H -12.012 7.739 -11.808 0.1309
H -13.204 7.001 -10.739 0.1293
H -11.478 8.967 -10.091 0.0876
H -12.866 8.538 -9.072 0.0911
H -12.545 10.260 -9.568 0.1038
H -14.708 8.489 -14.371 0.0581
H -13.225 8.414 -14.097 0.0756
C -23.217 9.441 -9.995 -0.0341
C -21.819 9.504 -10.562 -0.4639
C -21.722 10.219 -11.912 -0.1743
O -22.543 9.755 -12.996 -0.1512
C -21.985 8.641 -13.601 -0.1113
N -20.926 10.038 -9.565 0.0615
H -23.143 9.171 -8.941 0.0709
H -23.829 8.732 -10.553 0.0755
H -23.603 10.446 -10.164 0.0844
H -21.470 8.490 -10.753 0.1033
H -20.655 10.275 -12.126 0.0966
H -21.992 11.256 -11.711 0.1263
H -22.643 8.316 -14.406 0.0911
H -21.941 7.839 -12.864 0.0772
H -21.075 8.913 -14.136 0.0497
H -19.950 9.926 -9.802 0.0176
H -21.011 11.044 -9.575 0.0592
C -14.719 11.738 -16.201 -0.0324
C -14.163 11.952 -14.819 -0.4027
C -13.841 13.445 -14.431 -0.1037
O -13.068 13.450 -13.188 -0.2476
C -12.713 14.774 -12.839 -0.1015
N -15.105 11.396 -13.924 0.0117
H -15.141 10.737 -16.284 0.0742
H -13.875 11.876 -16.877 0.0903
H -15.423 12.539 -16.429 0.0745
H -13.245 11.368 -14.748 0.1131
H -14.739 14.057 -14.353 0.0970
H -13.247 13.960 -15.186 0.1261
H -12.222 14.757 -11.866 0.1014
H -13.604 15.394 -12.737 0.0705
H -12.077 15.242 -13.590 0.0935
H -15.624 10.849 -14.596 0.0290
H -15.788 12.135 -13.846 0.0586
C -17.715 14.494 -1.985 -0.0639
C -18.055 13.281 -2.802 -0.4906
C -16.864 12.847 -3.582 -0.1424
O -16.556 13.782 -4.717 -0.1817
C -17.212 13.540 -5.904 -0.1375
N -18.451 12.181 -1.973 0.0387
H -17.178 15.277 -2.520 0.0832
H -17.263 14.278 -1.017 0.0805
H -18.597 15.015 -1.612 0.0700
H -18.854 13.407 -3.533 0.1303
H -16.919 11.848 -4.014 0.1120
H -16.050 12.791 -2.859 0.1264
H -16.675 12.757 -6.440 0.0601
H -17.007 14.410 -6.528 0.0901
H -18.274 13.291 -5.899 0.0790
H -19.155 12.571 -1.364 0.0733
H -17.664 11.860 -1.428 0.0744
C -18.742 7.724 -15.200 -0.0399
C -17.237 8.043 -15.160 -0.3885
C -16.489 7.469 -16.374 -0.1577
O -15.103 7.666 -16.125 -0.2249
C -14.288 6.963 -17.011 -0.1208
N -17.081 9.470 -15.002 0.0604
H -18.987 6.670 -15.331 0.0678
H -19.264 8.146 -16.059 0.0733
H -19.287 8.122 -14.344 0.0477
H -16.732 7.564 -14.321 0.1110
H -16.712 7.963 -17.320 0.1349
H -16.797 6.424 -16.329 0.1256
H -14.520 7.104 -18.067 0.0886
H -14.248 5.884 -16.858 0.0876
H -13.259 7.308 -16.914 0.0945
H -17.750 9.846 -14.345 0.0098
H -17.460 9.982 -15.785 0.0326
C -14.988 1.580 -12.603 -0.0548
C -16.309 1.132 -13.317 -0.3936
C -17.066 2.312 -13.917 -0.1967
O -17.283 3.426 -13.072 -0.2185
C -18.339 4.265 -13.501 -0.0822
N -15.854 0.240 -14.416 0.0230
H -15.219 2.267 -11.788 0.0338
H -14.244 2.025 -13.263 0.0790
H -14.528 0.779 -12.025 0.0771
H -16.892 0.550 -12.603 0.1322
H -17.989 1.923 -14.345 0.1256
H -16.391 2.596 -14.724 0.1221
H -19.221 3.765 -13.901 0.0901
H -17.909 4.975 -14.207 0.0720
H -18.603 4.794 -12.585 0.0725
H -15.453 -0.592 -14.008 0.0680
H -15.103 0.731 -14.880 0.0585
C -23.921 5.314 -15.180 -0.0747
C -23.825 3.949 -14.489 -0.4377
C -22.981 4.069 -13.227 -0.1997
O -23.620 4.938 -12.281 -0.2006
C -22.753 5.441 -11.227 -0.0798
N -25.191 3.597 -14.246 0.0351
H -24.231 6.105 -14.496 0.0730
H -24.551 5.313 -16.069 0.0791
H -22.966 5.663 -15.573 0.0671
H -23.349 3.225 -15.151 0.1343
H -21.998 4.450 -13.502 0.1107
H -22.881 3.113 -12.714 0.1224
H -22.457 4.611 -10.585 0.0865
H -23.316 6.176 -10.652 0.0781
H -21.891 6.010 -11.575 0.0583
H -25.699 4.415 -13.941 0.0703
H -25.271 3.051 -13.401 0.0710
C -20.089 11.038 -15.811 -0.0376
C -19.312 11.049 -17.121 -0.4024
C -19.902 11.835 -18.356 -0.1982
O -19.239 11.538 -19.554 -0.1813
C -19.045 12.653 -20.480 -0.0609
N -18.001 11.529 -16.900 0.0214
H -20.604 11.978 -15.612 0.0847
H -19.630 10.712 -14.877 0.0513
H -20.873 10.287 -15.917 0.0765
H -19.120 10.030 -17.455 0.1257
H -19.951 12.865 -18.002 0.1200
H -20.950 11.624 -18.569 0.1234
H -18.681 12.340 -21.459 0.0845
H -18.317 13.342 -20.052 0.0702
H -19.977 13.169 -20.710 0.0843
H -18.112 12.530 -16.817 0.0417
H -17.538 11.387 -17.786 0.0970
C -16.193 12.181 -9.265 -0.0186
C -15.771 12.665 -10.734 -0.3199
C -15.688 14.236 -10.755 -0.1998
O -14.646 14.567 -9.854 -0.1932
C -14.513 15.976 -9.632 -0.0792
N -14.496 12.064 -11.167 0.0345
H -15.407 12.464 -8.565 0.0788
H -16.284 11.096 -9.204 0.0390
H -17.161 12.551 -8.926 0.0771
H -16.537 12.413 -11.467 0.1034
H -16.674 14.553 -10.416 0.1133
H -15.516 14.640 -11.753 0.1049
H -14.402 16.512 -10.575 0.0777
H -13.645 16.170 -9.002 0.0914
H -15.394 16.340 -9.105 0.0874
H -14.133 12.798 -11.758 0.0548
H -13.934 12.166 -10.334 0.1006
C -21.017 15.968 -4.726 -0.0818
C -22.117 15.409 -5.548 -0.4328
C -21.951 13.937 -6.003 -0.1989
O -20.890 13.851 -6.980 -0.1846
C -20.700 12.468 -7.379 -0.1181
N -23.333 15.557 -4.699 0.0338
H -20.175 16.199 -5.379 0.0814
H -20.700 15.287 -3.936 0.0712
H -21.293 16.907 -4.246 0.0798
H -22.148 15.948 -6.495 0.1381
H -22.894 13.677 -6.483 0.1131
H -21.821 13.269 -5.151 0.1240
H -20.055 12.338 -8.247 0.0635
H -21.614 11.978 -7.716 0.0672
H -20.322 11.821 -6.587 0.0703
H -24.088 15.061 -5.150 0.0557
H -23.223 15.038 -3.840 0.0651
C -18.784 14.364 -12.624 -0.0215
C -18.471 13.781 -13.993 -0.4598
C -17.701 14.781 -14.866 -0.1185
O -17.808 14.251 -16.257 -0.2512
C -17.625 15.345 -17.219 -0.0675
N -17.808 12.550 -13.964 0.0766
H -17.858 14.746 -12.196 0.0541
H -19.104 13.544 -11.981 0.0831
H -19.526 15.161 -12.592 0.0888
H -19.403 13.602 -14.530 0.1245
H -16.638 14.738 -14.627 0.0995
H -18.033 15.808 -14.721 0.1279
H -16.655 15.810 -17.040 0.0870
H -18.462 16.040 -17.282 0.0899
H -17.508 14.960 -18.232 0.0683
H -18.510 11.952 -13.552 0.0562
H -17.690 12.247 -14.920 0.0450
C -18.048 2.671 -9.845 -0.0416
C -16.963 3.676 -9.345 -0.4102
C -15.816 2.826 -8.659 -0.1889
O -16.205 1.919 -7.635 -0.1773
C -16.896 2.568 -6.518 -0.0738
N -16.407 4.369 -10.469 0.0627
H -17.626 1.977 -10.572 0.0635
H -18.838 3.234 -10.343 0.0658
H -18.414 2.020 -9.051 0.0685
H -17.405 4.438 -8.703 0.0990
H -15.145 3.596 -8.278 0.1020
H -15.269 2.362 -9.480 0.1084
H -17.904 2.871 -6.803 0.0683
H -16.447 3.478 -6.120 0.0834
H -17.005 1.858 -5.698 0.0856
H -16.891 5.232 -10.670 0.0321
H -16.294 3.932 -11.373 0.0375
C -17.745 8.876 -5.254 -0.0490
C -17.350 9.460 -6.577 -0.4202
C -16.712 8.447 -7.583 -0.2371
O -15.562 7.945 -7.058 -0.1487
C -15.082 6.849 -7.797 -0.0938
N -18.434 10.091 -7.306 0.0784
H -18.137 9.749 -4.732 0.0651
H -16.937 8.434 -4.672 0.0850
H -18.640 8.260 -5.332 0.0684
H -16.605 10.218 -6.337 0.1228
H -16.522 8.915 -8.549 0.1009
H -17.453 7.653 -7.669 0.1065
H -15.778 6.010 -7.829 0.0703
H -14.230 6.361 -7.325 0.0914
H -14.731 7.169 -8.778 0.0730
H -19.101 9.360 -7.505 0.0357
H -18.086 10.334 -8.222 0.0097
```

For the LUMO energy (spin up / spin down), the calculation gives 0.2 / 0.2 eV. Its HOMO-LUMO gap (spin up / spin down) is 7.63 / 8.71 eV. Its spin multiplicity is 6. The expectation value of S² is 8.752. For the energy above the lowest of the compared OMol25 structures with the same formula, charge and spin, the calculation gives 9.1 kcal/mol.

=====

2.
C4H13N3 | ωB97M-V with the def2-TZVPD basis set

The geometry in XYZ format:
```
20
Properties=species:S:1:pos:R:3:lowdin_charge:R:1
C 2.003 0.548 -0.566 0.2153
N 1.849 -0.323 0.355 0.0037
C 0.876 -1.315 0.254 -0.0549
N -0.444 -0.550 0.341 -0.0622
C -1.580 -1.230 -0.300 0.0136
N -0.383 0.751 -0.305 -0.1057
C -0.831 1.936 0.391 0.0060
H 2.501 1.582 -0.282 0.2106
H 1.618 0.185 -1.474 0.1129
H 2.188 -0.328 1.308 0.1898
H 1.064 -1.719 -0.672 0.1288
H 1.072 -2.151 1.070 0.2287
H -0.742 -0.267 1.359 0.2529
H -1.618 -2.373 -0.130 0.1610
H -2.584 -0.964 0.012 0.1248
H -1.650 -1.120 -1.331 0.0898
H -0.576 0.852 -1.301 0.1662
H -0.382 2.680 -0.200 0.0975
H -1.901 1.994 0.105 0.1296
H -0.481 1.813 1.368 0.0916
```

For the LUMO energy, the calculation gives -9.2 eV. Its HOMO-LUMO gap is 9.75 eV. Its total charge is +2. For the energy above the lowest of the compared OMol25 structures with the same formula, charge and spin, the calculation gives 144.0 kcal/mol.

=====

3.
C3H4Br2S | ωB97M-V with the def2-TZVPD basis set

The geometry in XYZ format:
```
10
Properties=species:S:1:pos:R:3:lowdin_charge:R:1
C 1.239 -0.047 -0.005 0.0045
C 1.924 -2.471 0.084 -1.1360
C -0.019 0.258 0.554 -0.6632
S -1.497 0.486 -0.584 0.6534
Br 3.730 -2.809 -0.086 0.5811
Br 1.194 -3.068 1.690 0.5631
H 1.398 0.179 -1.058 0.0291
H 0.153 1.263 0.961 0.0912
H -0.323 -0.383 1.381 0.0424
H -1.379 -0.710 -1.149 -0.1656
```

For the LUMO energy (spin up / spin down), the calculation gives -1.4 / -1.4 eV. Its HOMO-LUMO gap (spin up / spin down) is 6.87 / 7.24 eV. For the energy above the lowest of the compared OMol25 structures with the same formula, charge and spin, the calculation gives 148.5 kcal/mol.

=====

4.
C4H3NO2 | ωB97M-V with the def2-TZVPD basis set

The geometry in XYZ format:
```
10
Properties=species:S:1:pos:R:3:lowdin_charge:R:1
C -0.176 -1.044 -1.331 0.1353
C 0.046 0.221 -0.718 -0.3554
C 1.447 0.465 -0.255 -0.1664
N 2.539 0.691 0.117 0.1647
O -0.762 0.913 0.066 -0.0237
C -0.905 0.619 1.390 -0.2191
O -0.419 -0.457 1.898 0.0220
H 0.846 -1.358 -1.663 0.0779
H -1.225 -1.688 -1.468 0.1501
H -1.390 1.638 1.964 0.2145
```

For the LUMO energy, the calculation gives -0.3 eV. Its HOMO-LUMO gap is 10.12 eV. For the energy above the lowest of the compared OMol25 structures with the same formula, charge and spin, the calculation gives 85.0 kcal/mol.

=====

5.
C27H28AsFeN5SSe | ωB97M-V with the def2-TZVPD basis set

The geometry in XYZ format:
```
64
Properties=species:S:1:pos:R:3:lowdin_charge:R:1
Fe -1.257 -1.156 0.199 0.0660
N -3.587 2.224 1.863 0.0680
C -2.875 1.288 1.184 -0.8600
S -2.615 -0.227 1.964 0.5813
N -2.435 1.704 0.005 0.0017
N -1.725 0.766 -0.656 -0.0449
C -1.138 1.090 -1.759 -0.1831
C -1.197 2.437 -2.374 -0.1955
C -2.419 3.005 -2.721 -0.0285
C -2.461 4.261 -3.305 -0.0733
C -1.288 4.966 -3.534 -0.0856
C -0.067 4.408 -3.184 -0.0777
C -0.023 3.145 -2.612 -0.0468
C -0.350 0.012 -2.420 -0.1998
C 0.151 0.149 -3.712 0.0029
C 0.856 -0.904 -4.270 -0.0422
C 1.052 -2.061 -3.533 -0.0431
C 0.525 -2.123 -2.255 -0.1388
N -0.156 -1.116 -1.715 0.0115
H -4.115 1.920 2.662 0.0770
H -3.930 3.011 1.336 0.0962
H -3.333 2.460 -2.525 0.1152
H -3.415 4.692 -3.580 0.1041
H -1.326 5.949 -3.984 0.1024
H 0.851 4.955 -3.355 0.1035
H 0.932 2.709 -2.341 0.1128
H -0.026 1.059 -4.266 0.1165
H 1.242 -0.821 -5.278 0.1126
H 1.595 -2.905 -3.934 0.1090
H 0.632 -3.006 -1.636 0.0899
Se -1.801 -3.491 0.102 0.6150
C -3.057 -4.371 1.224 -0.6592
C -4.414 -4.380 0.920 -0.1230
C -5.279 -5.096 1.732 -0.1628
N -4.898 -5.789 2.803 0.0428
C -3.598 -5.770 3.087 -0.1649
C -2.649 -5.087 2.344 -0.1268
H -4.789 -3.840 0.061 0.0935
H -6.340 -5.112 1.506 0.1001
H -3.293 -6.334 3.962 0.0995
H -1.606 -5.114 2.630 0.0905
C 1.793 -1.311 2.828 -0.2810
As 0.948 -0.362 1.361 1.1266
C 0.689 1.375 2.192 -0.2890
C 2.449 0.080 0.155 -0.3210
C 3.693 0.565 0.828 -0.3153
C 3.918 1.928 1.010 -0.0637
C 5.058 2.381 1.657 -0.0823
C 5.996 1.476 2.132 -0.0936
C 5.785 0.116 1.953 -0.0829
C 4.644 -0.334 1.307 -0.0679
H 2.655 -0.755 3.196 0.0259
H 2.097 -2.307 2.513 0.0291
H 1.049 -1.407 3.619 0.0320
H 1.627 1.741 2.610 0.0246
H -0.058 1.267 2.976 0.0161
H 0.309 2.078 1.449 0.0261
H 2.037 0.847 -0.505 0.0616
H 2.641 -0.804 -0.455 0.0682
H 3.192 2.641 0.636 0.1106
H 5.216 3.444 1.787 0.1029
H 6.889 1.827 2.632 0.1004
H 6.512 -0.598 2.318 0.1032
H 4.489 -1.398 1.168 0.1132
```

For the LUMO energy (spin up / spin down), the calculation gives -0.5 / -0.6 eV. Its HOMO-LUMO gap (spin up / spin down) is 6.78 / 7.20 eV. Its spin multiplicity is 5. The expectation value of S² is 6.020.

=====

6.
C4H7FN2O | ωB97M-V with the def2-TZVPD basis set

The geometry in XYZ format:
```
15
Properties=species:S:1:pos:R:3:lowdin_charge:R:1
C 1.590 1.155 2.011 -0.1473
C -0.403 0.599 1.039 -0.1553
C -0.177 0.132 -0.233 -0.0764
C -0.849 -0.830 -1.139 -0.5748
H 1.920 2.293 2.337 0.1060
H 2.150 0.220 2.757 0.1477
H 2.000 1.012 0.773 0.1521
H -0.270 1.325 2.943 0.1648
H -1.534 0.526 1.245 0.1686
H -0.714 -2.406 -2.307 0.2942
H 0.820 -1.133 -2.543 0.1363
N 0.144 1.290 1.981 -0.0979
N -0.247 -1.081 -2.297 0.0899
O -1.982 -1.397 -0.827 -0.0655
F 1.249 0.172 -0.716 -0.1423
```

For the LUMO energy, the calculation gives 0.3 eV. Its HOMO-LUMO gap is 9.03 eV. For the energy above the lowest of the compared OMol25 structures with the same formula, charge and spin, the calculation gives 129.8 kcal/mol.

=====

7.
C4H7NO2 | ωB97M-V with the def2-TZVPD basis set

The geometry in XYZ format:
```
14
Properties=species:S:1:pos:R:3:lowdin_charge:R:1
N -0.899 1.013 2.047 0.1468
C -0.426 0.430 0.888 -0.5283
C 0.509 0.941 -0.100 -0.0313
C 0.832 -0.412 0.510 -0.0881
O -0.600 -0.882 0.582 -0.0103
H -1.550 0.458 2.582 0.1003
H -1.117 1.995 1.988 0.0953
H 1.108 1.771 0.283 0.1204
H 0.292 0.988 -1.166 0.0863
H 1.437 -0.561 1.391 0.1144
C 0.100 -1.439 -2.248 -0.1541
O 0.568 -0.680 -3.062 -0.0187
H -0.800 -1.192 -1.660 0.0769
H 0.547 -2.430 -2.036 0.0902
```

For the LUMO energy, the calculation gives 0.8 eV. Its HOMO-LUMO gap is 8.63 eV. For the energy above the lowest of the compared OMol25 structures with the same formula, charge and spin, the calculation gives 120.9 kcal/mol.

=====

8.
CH5N3O | ωB97M-V with the def2-TZVPD basis set

The geometry in XYZ format:
```
10
Properties=species:S:1:pos:R:3:lowdin_charge:R:1
C 0.074 -0.928 -0.134 -0.0707
N 0.777 0.320 0.051 -0.2494
N -0.065 1.486 -0.153 0.0765
N 2.191 0.424 -0.078 -0.0416
O 2.703 -0.648 0.006 -0.0737
H 0.862 -1.810 -0.023 0.1177
H -0.407 -1.200 0.786 0.0702
H -0.394 -0.867 -1.082 0.0716
H -0.758 1.605 0.481 0.0267
H 0.407 2.354 0.015 0.0726
```

For the LUMO energy, the calculation gives 1.0 eV. Its HOMO-LUMO gap is 9.82 eV. For the energy above the lowest of the compared OMol25 structures with the same formula, charge and spin, the calculation gives 92.1 kcal/mol.